Record 1
DFT (the ωB97M-V functional and the def2-TZVPD basis) results for a molecular structure, C15H27N2NiO4P2 at a distorted geometry.

Spin multiplicity   3
Energy relative to the best compared isomer or geometry (same formula, charge and spin)   0.000 eV
Total charge   +1

Geometry as XYZ:
```
51
C15H27N2NiO4P2 the ωB97M-V functional and the def2-TZVPD basis
Ni -0.211 0.269 -0.169
P 1.849 -0.398 0.077
C 2.142 -0.735 -1.635
C 1.004 -1.235 -2.330
N -0.215 -0.808 -1.816
C -1.374 -1.276 -2.338
C -1.371 -2.202 -3.379
C -0.159 -2.613 -3.927
C 1.030 -2.097 -3.449
C -2.654 -0.752 -1.715
P -2.220 0.753 -0.744
H 2.009 -2.364 -3.851
H -2.323 -2.576 -3.734
H -0.140 -3.329 -4.735
H -3.395 -0.499 -2.486
H -3.091 -1.488 -1.016
H 2.261 1.057 -2.398
H 3.133 -0.963 -2.014
H 1.201 2.768 -1.912
O 2.486 1.904 -2.827
H 2.175 1.767 -3.720
H 0.668 2.910 -0.157
O 0.446 3.138 -1.453
H 0.646 4.073 -1.573
C -2.400 2.061 -1.996
H -3.446 2.057 -2.338
H -2.194 3.028 -1.514
H -1.704 1.873 -2.833
C -3.546 0.967 0.454
H -3.379 1.925 0.962
H -4.520 0.974 -0.059
H -3.492 0.156 1.193
C 1.924 -2.056 0.770
H 2.968 -2.271 1.001
H 1.301 -2.082 1.660
H 1.542 -2.761 0.028
C 3.230 0.549 0.717
H 3.101 0.638 1.797
H 4.151 -0.004 0.506
H 3.271 1.549 0.274
O 0.774 3.069 0.955
C 0.324 2.266 1.867
C 0.233 2.557 3.342
C -0.242 1.233 3.941
C -0.381 0.290 2.756
O -0.651 -0.891 2.783
N -0.096 1.018 1.573
H 1.197 2.875 3.781
H -0.501 3.357 3.534
H 0.460 0.813 4.679
H -1.214 1.336 4.446
```

Atomic charges from the natural (NBO) analysis, expressed in e, are listed below: 0.469, 0.901, -0.528, 0.134, -0.527, 0.253, -0.221, -0.144, -0.219, -0.761, 0.896, 0.236, 0.236, 0.239, 0.246, 0.268, 0.481, 0.232, 0.518, -0.946, 0.486, 0.514, -0.888, 0.504, -0.937, 0.228, 0.246, 0.246, -0.953, 0.247, 0.238, 0.259, -0.936, 0.237, 0.271, 0.251, -0.954, 0.250, 0.241, 0.257, -0.682, 0.699, -0.506, -0.524, 0.690, -0.567, -0.692, 0.253, 0.253, 0.252, 0.253

---

Record 2
DFT (the ωB97M-V functional and the def2-TZVPD basis) results for C7H11N in the gas phase at a distorted geometry.

Energy relative to the best compared isomer or geometry (same formula, charge and spin)   3.634 eV

Geometry as XYZ:
```
19
C7H11N the ωB97M-V functional and the def2-TZVPD basis
C -2.017 -1.436 0.688
C -0.776 -0.950 0.560
C 0.065 -0.276 1.604
C 0.694 1.093 1.188
C 0.071 -1.585 -0.663
N 1.509 -1.473 -0.613
C 0.886 -0.758 -1.462
C 0.836 -0.073 -2.758
H -2.653 -1.070 1.422
H -2.528 -2.186 -0.004
H -0.495 0.013 2.477
H 0.813 -0.914 1.909
H 1.096 0.906 0.236
H -0.108 1.847 1.101
H 1.455 1.295 1.925
H -0.433 -2.418 -1.111
H 0.084 0.763 -2.712
H 0.670 -0.860 -3.495
H 1.795 0.385 -3.120
```

Atomic charges from the natural (NBO) analysis, expressed in e, are listed below: -0.408, 0.012, -0.440, -0.588, -0.161, -0.333, 0.276, -0.681, 0.188, 0.195, 0.206, 0.221, 0.196, 0.201, 0.212, 0.169, 0.247, 0.255, 0.233

---

Record 3
DFT (the ωB97M-V functional and the def2-TZVPD basis) results for a molecular structure, C26H29F5N6O3SW at a distorted geometry.

Spin multiplicity   3
Energy relative to the best compared isomer or geometry (same formula, charge and spin)   0.667 eV
Total charge   +2

Geometry as XYZ:
```
71
C26H29F5N6O3SW the ωB97M-V functional and the def2-TZVPD basis
W 0.438 0.352 -1.180
F -3.286 1.791 -6.956
C -2.913 1.705 -5.697
C -1.637 2.115 -5.320
F -0.795 2.602 -6.220
C -1.259 2.017 -3.991
F -0.023 2.465 -3.658
C -2.096 1.513 -3.012
S -1.644 1.420 -1.305
C -3.369 1.113 -3.411
F -4.212 0.607 -2.518
C -3.788 1.205 -4.735
F -4.994 0.808 -5.080
C 2.017 4.700 -2.043
N 2.158 4.189 -0.677
C 2.615 5.165 0.311
C 1.954 2.905 -0.414
N 1.598 2.023 -1.344
N 2.186 2.457 0.873
C 1.617 1.348 1.458
N 2.078 0.980 2.654
N 0.638 0.725 0.855
H 1.975 5.783 -1.990
H 1.087 4.345 -2.488
H 2.875 4.412 -2.652
H 2.072 6.091 0.140
H 3.685 5.346 0.200
H 2.386 4.844 1.323
H 1.601 2.421 -2.278
H 2.831 2.991 1.434
H 2.864 1.434 3.088
H 1.824 0.064 3.024
H 0.286 -0.030 1.449
C 0.400 -1.564 -3.816
O 0.567 -0.211 -3.294
H -0.626 -1.854 -3.600
H 1.111 -2.229 -3.323
H 0.559 -1.519 -4.890
H 1.327 0.177 -3.744
C -0.276 -0.125 5.138
C 0.357 -1.350 4.536
C 1.605 -1.770 4.995
C 2.174 -2.952 4.544
C 1.530 -3.701 3.582
C 0.312 -3.266 3.076
N -0.319 -4.041 2.070
C -0.907 -3.554 0.937
C -2.147 -4.110 0.544
C -2.927 -3.542 -0.429
C -2.513 -2.376 -1.092
C -1.242 -1.940 -0.814
C -0.384 -2.510 0.130
C 1.006 -1.996 0.206
O 1.749 -1.990 1.142
O 1.365 -1.331 -0.964
C -0.324 -2.118 3.577
C -1.721 -1.732 3.169
H 0.471 0.501 5.623
H -1.006 -0.392 5.903
H -0.808 0.480 4.405
H 2.116 -1.183 5.747
H 3.124 -3.283 4.936
H 1.977 -4.605 3.196
H -0.538 -4.997 2.315
H -2.523 -4.959 1.097
H -3.892 -3.975 -0.650
H -3.148 -1.871 -1.802
H -0.906 -1.125 -1.482
H -2.291 -2.596 2.836
H -1.760 -1.006 2.351
H -2.261 -1.289 4.002
```

Atomic charges from the Löwdin analysis, expressed in e, are listed below: 1.423, 0.177, -0.118, -0.136, 0.149, -0.235, 0.029, -0.475, 0.721, -0.232, 0.105, -0.129, 0.169, 0.015, -0.101, 0.011, -0.340, -0.024, 0.184, -0.416, 0.250, 0.002, 0.107, 0.093, 0.119, 0.110, 0.119, 0.093, 0.058, 0.152, 0.139, 0.109, 0.088, -0.016, -0.261, 0.094, 0.100, 0.111, 0.123, -0.050, -0.262, -0.054, -0.055, -0.017, -0.214, 0.115, -0.193, 0.006, -0.027, -0.041, -0.116, -0.071, -0.497, 0.142, -0.243, -0.166, -0.012, 0.079, 0.099, 0.073, 0.115, 0.114, 0.125, 0.163, 0.130, 0.125, 0.110, -0.002, 0.084, 0.082, 0.086